No. 1
DFT (ωB97M-V/def2-TZVPD) results for a cluster of 9 separate species, C33H68O25 in total in a non-equilibrium geometry.

The geometry in XYZ format:
```
126
Properties=species:S:1:pos:R:3:forces:R:3
C -1.4773 -3.3621 -1.2926 -0.10 -0.75 -1.25
C -2.2188 -2.3548 -2.2365 2.13 -0.42 1.22
O -3.2982 -2.9888 -2.9036 -2.08 0.80 0.32
C -4.4437 -2.2724 -3.0591 -0.66 1.03 0.26
O -4.6428 -1.0930 -2.7515 0.66 -2.26 -0.71
O -5.3665 -3.1011 -3.5933 0.56 0.31 -0.55
C -6.5614 -2.5794 -4.2542 0.21 -0.34 1.22
H -0.4241 -3.4339 -1.5644 0.08 0.38 0.15
H -1.8454 -4.3640 -1.5135 -0.22 -0.09 0.06
H -1.5540 -3.2274 -0.2137 -0.24 0.47 -0.17
H -1.5513 -2.0513 -3.0430 0.18 0.24 0.29
H -2.4083 -1.5137 -1.5696 -0.93 0.19 -0.81
H -7.2025 -2.1519 -3.4833 0.06 0.36 -0.19
H -7.0764 -3.4668 -4.6221 0.28 0.09 -0.16
H -6.3504 -1.8756 -5.0594 0.21 -0.07 0.21
C 1.1062 -1.4800 3.8498 0.71 -0.56 0.26
C 0.7285 -1.5218 5.3421 0.45 -1.07 -0.98
O 0.0702 -0.3522 5.8060 -0.60 0.00 -0.06
C 0.7556 0.6801 6.2792 0.68 1.16 0.80
O 1.9359 0.7591 6.4937 -0.27 -0.37 -0.27
O -0.1377 1.6625 6.5517 -0.81 0.64 -0.01
C 0.3116 2.9709 7.0153 1.51 -0.44 -0.89
H 1.2777 -2.4975 3.4988 -0.15 -0.37 0.26
H 2.1005 -1.0515 3.7234 -0.25 0.66 -0.14
H 0.3655 -1.1002 3.1462 -0.09 0.49 0.40
H 1.5934 -1.8148 5.9373 0.22 0.70 0.11
H 0.0685 -2.3770 5.4875 -0.61 0.46 0.12
H 0.4291 3.0308 8.0972 -0.15 -0.31 -0.12
H -0.2587 3.8210 6.6409 -1.02 -0.74 0.04
H 1.2640 3.1726 6.5251 0.41 -0.27 0.40
C -2.8053 -2.7054 4.6400 0.07 0.55 -0.28
C -3.2626 -1.2076 4.6646 0.24 -1.87 -0.13
O -4.1081 -0.9470 3.5047 1.11 0.77 -0.41
C -3.5460 -0.3973 2.3933 2.94 1.56 1.41
O -2.3523 0.0148 2.3023 -3.68 -1.73 0.10
O -4.4971 -0.2300 1.4899 -0.01 -1.52 1.65
C -4.0787 0.2311 0.2555 -0.71 1.14 -1.73
H -3.4638 -3.4773 4.2416 -1.06 0.46 0.60
H -2.5107 -2.9374 5.6635 0.19 -0.34 -0.14
H -1.9986 -2.9003 3.9333 0.69 0.68 0.29
H -2.3653 -0.6128 4.8354 -0.06 0.44 -1.07
H -3.8286 -0.9981 5.5723 -0.66 -0.20 -0.40
H -3.5884 -0.5065 -0.3798 0.68 0.05 0.60
H -3.5868 1.1912 0.4116 0.33 -0.32 -0.48
H -4.9968 0.3740 -0.3144 -0.12 0.37 0.13
C -3.5317 -0.4558 -6.3562 0.82 -0.97 -0.04
C -2.5069 0.0142 -5.3526 -2.42 2.33 -0.15
O -1.2129 -0.2398 -5.8510 0.33 -0.07 1.32
C -0.2504 0.1256 -4.9996 2.56 -0.66 0.90
O -0.2849 0.6897 -3.9081 -0.81 -0.55 -2.00
O 0.9027 -0.3565 -5.5378 -1.22 -0.20 -0.37
C 2.1452 -0.0849 -4.9159 0.11 0.87 0.62
H -3.2642 -1.5100 -6.4299 -0.49 -0.27 -0.79
H -3.4031 0.0738 -7.3001 -0.07 -0.27 -0.07
H -4.5685 -0.3895 -6.0265 0.22 0.24 0.25
H -2.8028 -0.3300 -4.3615 0.95 -0.48 0.11
H -2.6307 1.0967 -5.3208 0.24 0.26 0.41
H 2.2374 0.9990 -4.8467 0.40 -0.03 0.03
H 2.9458 -0.5133 -5.5189 -0.33 0.07 -0.13
H 2.2282 -0.4821 -3.9043 -0.20 -0.18 -0.07
C -2.2720 2.4589 -1.6177 -0.05 -0.08 0.40
C -1.7876 3.4663 -0.5758 -0.54 0.90 -0.98
O -2.6865 3.4038 0.5637 1.97 -2.32 -1.43
C -3.2210 4.4533 1.1037 0.95 3.15 -2.03
O -3.1170 5.6062 0.7101 -0.26 -0.78 0.53
O -3.8692 4.0150 2.1010 -0.43 -2.39 2.16
C -4.7416 4.7332 2.9007 -0.42 1.31 -0.62
H -1.7777 2.4991 -2.5883 0.29 0.35 0.17
H -3.3386 2.5953 -1.7961 -0.04 -0.08 0.06
H -2.0870 1.4547 -1.2363 -0.22 -0.04 -0.09
H -1.8164 4.4920 -0.9435 -0.16 0.00 -0.12
H -0.7396 3.2866 -0.3361 -0.16 -0.26 0.78
H -5.3197 3.9529 3.3956 -0.14 0.62 0.24
H -5.2970 5.3628 2.2056 -0.72 0.00 0.37
H -4.2091 5.4349 3.5427 0.01 -0.34 0.41
C 3.3862 -1.4842 0.1968 -0.64 1.92 -0.28
C 4.3499 -2.2748 -0.6963 -0.71 2.50 0.73
O 3.9741 -3.5663 -0.4280 0.44 -3.74 -0.10
C 4.6244 -4.6279 -0.9704 0.34 -0.08 -0.60
O 5.6319 -4.5931 -1.6488 -1.17 0.03 0.80
O 3.9147 -5.7375 -0.6313 -0.29 0.85 0.45
C 4.2015 -7.0233 -1.1303 1.61 -0.90 -0.90
H 2.3421 -1.7965 0.2129 0.32 -0.86 -0.23
H 3.2273 -0.4700 -0.1697 0.41 0.20 -0.45
H 3.6562 -1.2506 1.2267 0.48 -0.88 0.01
H 5.3635 -1.9785 -0.4260 0.31 -0.62 0.06
H 4.2141 -2.0077 -1.7443 -0.18 -0.18 -0.10
H 5.0755 -7.0412 -1.7814 -0.14 0.60 -0.48
H 3.3734 -7.4881 -1.6654 -0.26 0.56 0.12
H 4.5537 -7.7518 -0.4000 -0.53 0.46 0.89
C 1.8544 3.4159 -2.5684 -0.28 -1.11 0.64
C 3.1735 2.9124 -1.9430 0.58 1.57 -0.30
O 3.6961 1.8335 -2.7191 0.86 -0.97 0.37
C 4.9364 1.3614 -2.3783 -0.12 0.61 0.05
O 5.7536 1.8285 -1.6186 -1.05 0.07 -0.32
O 5.1073 0.2611 -3.0924 -1.15 -0.73 -1.08
C 6.3479 -0.3845 -3.1768 1.55 -0.26 0.79
H 1.1050 2.6466 -2.3825 -0.17 -0.19 -0.18
H 1.8487 3.5844 -3.6453 0.53 -0.03 0.05
H 1.4250 4.2994 -2.0960 0.55 0.16 0.21
H 3.1209 2.6331 -0.8907 -0.51 -0.23 -0.05
H 3.9408 3.6857 -1.9802 -0.07 0.30 0.02
H 6.8625 -0.2310 -4.1254 -0.26 0.59 -0.07
H 6.2938 -1.4698 -3.0910 -0.80 0.03 0.18
H 6.9674 -0.0451 -2.3467 0.22 0.07 -0.18
C -0.1133 3.3910 2.9112 0.47 -0.27 0.00
C 0.2026 1.8936 2.9613 -1.67 1.13 0.30
O 1.5315 1.7541 3.4233 1.47 -0.08 0.09
C 2.5277 1.6108 2.5456 0.37 -2.50 -0.55
O 2.3980 1.4370 1.3510 -0.01 1.00 0.45
O 3.6925 1.3525 3.2053 -1.18 1.19 0.22
C 4.8439 1.0023 2.4607 0.88 -0.92 -0.35
H -0.0155 3.7763 3.9261 -0.17 0.10 0.04
H -1.1153 3.5896 2.5309 0.14 -0.05 0.00
H 0.6520 3.9031 2.3279 -0.19 0.11 -0.31
H -0.0960 1.3623 2.0576 0.76 -0.06 -0.13
H -0.4363 1.5006 3.7522 0.25 -0.39 0.03
H 5.7149 1.0693 3.1127 -0.27 0.55 0.21
H 5.0411 1.5378 1.5320 -0.45 0.38 0.18
H 4.8387 -0.0573 2.2052 -0.42 -0.02 -0.10
C 0.1909 -0.2153 -0.5808 0.41 -0.56 -0.54
O 0.9539 -0.7320 -1.7271 -0.79 1.00 1.36
H 0.6003 -0.7210 0.2937 -0.44 -0.03 0.03
H 0.2367 0.8536 -0.3720 0.79 0.20 -0.42
H -0.8813 -0.3619 -0.7110 -0.01 -0.63 0.06
H 0.9880 0.0031 -2.3435 -0.12 0.02 -0.41
```
Positions in Å, forces in eV/Å.

Output
LUMO = 0.59 eV
DFT total energy = -86509.07794 eV

Atom charges from the Löwdin analysis, given in e for atoms 1 to 4: atom 1 (C): -0.04, atom 2 (C): -0.20, atom 3 (O): 0.03, atom 4 (C): -0.53

=====

No. 2
DFT (ωB97M-V/def2-TZVPD) results for a cluster of 2 separate species, C3H6ClNO2 in total in a non-equilibrium geometry.

The geometry in XYZ format:
```
13
Properties=species:S:1:pos:R:3:forces:R:3
O -2.9386 1.2060 -0.8170 0.49 0.46 0.41
C -2.0348 0.6612 -0.2556 -1.17 -0.52 -0.25
C -1.5619 -0.7568 -0.4716 -2.22 -2.01 -1.30
N -0.3038 -0.7884 0.1340 -0.81 -0.09 2.27
C -0.3369 0.2538 1.1587 3.00 -0.95 1.88
O -1.3583 1.1351 0.8354 -0.78 1.04 -1.37
H -1.5134 -1.1531 -1.5787 -0.41 1.11 2.18
H -2.3082 -1.4320 0.1166 0.77 1.00 -1.09
H 0.3359 -0.9794 -0.5618 2.57 0.48 -0.66
H -0.5935 -0.1499 2.2016 0.26 0.11 -1.45
H 0.6886 0.7728 1.3012 -1.76 -0.64 -0.56
Cl 3.0050 0.8773 -0.2185 0.11 -0.02 0.02
H 2.0718 0.8452 -1.0892 -0.05 0.06 -0.08
```
Positions in Å, forces in eV/Å.

Output
LUMO = 0.39 eV
DFT total energy = -21314.93956 eV
Relative energy (zero: lowest compared OMol25 entry of this formula, charge and spin) = 27.22 kcal/mol

Atom charges from the natural (NBO) analysis, given in e for atoms 1 to 4: atom 1 (O): -0.54, atom 2 (C): 0.76, atom 3 (C): -0.34, atom 4 (N): -0.66

=====

No. 3
DFT (ωB97M-V/def2-TZVPD) results for a cluster of 2 separate species, C6H6N6 in total in a non-equilibrium geometry.

The geometry in XYZ format:
```
18
Properties=species:S:1:pos:R:3:forces:R:3
C -1.7533 0.3310 -1.6182 -0.37 0.07 0.43
C 1.6375 -0.7800 0.3048 1.21 0.48 -0.74
C -0.6242 0.0021 -0.8874 2.09 -1.96 0.91
C -0.5351 -1.2032 -0.0814 -0.41 1.17 -0.80
C 0.5968 0.6935 -1.0532 -1.03 1.38 0.38
C 0.3971 2.5181 1.7203 0.06 0.56 -0.65
N -2.7439 0.6052 -2.1184 -1.00 0.27 -0.77
N 0.6304 -1.6218 0.3958 -0.10 -0.32 0.61
N 1.6819 0.4007 -0.3107 -0.23 -0.47 -0.77
N 0.2895 1.5231 2.3100 -0.20 -0.70 1.77
N -1.6451 -1.8995 0.2279 0.96 0.94 -0.13
N 0.6535 1.8094 -1.8466 5.86 -1.20 3.64
H 2.6259 -1.0986 0.6858 -0.80 0.06 0.17
H 0.2060 1.0200 3.1968 0.07 0.19 -1.04
H -2.5227 -1.6242 -0.0366 -2.15 1.59 -1.20
H -1.7308 -2.8105 0.5251 1.17 -2.24 1.03
H 0.0215 2.2051 -2.3931 -3.89 1.39 -2.54
H 1.4883 2.4205 -1.6633 -1.24 -1.19 -0.31
```
Positions in Å, forces in eV/Å.

Output
LUMO = 0.53 eV
DFT total energy = -15258.54204 eV
Relative energy (zero: lowest compared OMol25 entry of this formula, charge and spin) = 38.64 kcal/mol

Atom charges from the natural (NBO) analysis, given in e for atoms 1 to 4: atom 1 (C): 0.27, atom 2 (C): 0.31, atom 3 (C): -0.40, atom 4 (C): 0.49

=====

No. 4
DFT (ωB97M-V/def2-TZVPD) results for a cluster of 2 separate species, C4H12N2 in total in a non-equilibrium geometry.

The geometry in XYZ format:
```
18
Properties=species:S:1:pos:R:3:forces:R:3
C -0.1200 -1.3675 2.9593 0.01 0.36 0.19
C -0.9130 -0.8679 1.7444 0.29 -0.46 0.67
N -1.8523 0.2005 2.0045 -0.48 0.03 -0.40
H -0.8092 -1.6293 3.7557 -0.26 -0.38 0.13
H 0.5093 -2.2321 2.7176 -0.06 0.07 -0.01
H 0.4966 -0.5937 3.4153 0.27 0.18 -0.27
H -0.2282 -0.6533 0.9291 -0.09 0.32 -0.13
H -1.5099 -1.7186 1.4271 -0.11 -0.11 -0.35
H -2.5957 -0.1280 2.6015 -0.03 0.16 0.15
H -1.5109 1.0970 2.3158 0.39 -0.17 0.04
C 1.7736 0.1141 -3.3895 0.67 0.37 0.16
C 1.0921 1.2626 -3.3010 0.31 -1.28 0.15
N 0.4891 1.7598 -2.1387 0.25 -0.34 -0.74
H 2.0116 -0.4804 -2.5218 -0.25 -0.13 0.17
H 2.3503 -0.1369 -4.2740 -0.38 0.06 -0.20
H 0.9906 1.8174 -4.2242 -0.11 0.48 0.22
H -0.0442 1.0704 -1.6073 0.33 -0.01 0.06
H -0.1297 2.4859 -2.4140 -0.77 0.87 0.15
```
Positions in Å, forces in eV/Å.

Output
Spin multiplicity = 2
Total charge = -1
LUMO (spin up / spin down) = 3.97 / 4.10 eV
DFT total energy = -7320.42788 eV
Relative energy (zero: lowest compared OMol25 entry of this formula, charge and spin) = 20.61 kcal/mol

Atom charges from the natural (NBO) analysis, given in e for atoms 1 to 4: atom 1 (C): -0.71, atom 2 (C): -0.49, atom 3 (N): -0.91, atom 4 (H): 0.18

=====

No. 5
DFT (ωB97M-V/def2-TZVPD) results for the molecule C4H10N2O in a non-equilibrium geometry.

The geometry in XYZ format:
```
17
Properties=species:S:1:pos:R:3:forces:R:3
C -1.6793 1.2629 -1.6114 0.59 0.74 -0.58
C -0.5531 0.2709 -1.2749 -1.45 0.44 1.55
C -0.1733 0.4108 0.2314 0.60 0.37 -1.93
N 0.7192 1.5829 0.3613 -0.16 -0.89 -0.24
C 0.5139 -0.8667 0.7362 -0.34 -0.33 1.43
N 0.0409 -2.1171 0.3822 0.36 2.16 0.42
O 1.3867 -0.7651 1.5755 0.16 0.02 0.15
H -1.8645 1.2806 -2.6881 -0.09 -0.01 0.05
H -2.6169 1.0287 -1.1125 0.02 -0.41 0.08
H -1.4523 2.2889 -1.3092 0.27 -0.11 -0.05
H 0.3707 0.3659 -1.8318 -0.09 0.06 -0.53
H -1.0532 -0.6814 -1.4461 0.51 -0.37 -0.18
H -1.0697 0.6981 0.7798 -0.10 -0.76 0.34
H 1.0735 1.5161 1.3024 0.15 0.29 0.48
H 1.5428 1.3450 -0.1873 0.08 0.29 -0.11
H -0.3549 -2.1417 -0.5300 -0.55 -1.11 -0.05
H 0.2177 -2.8241 1.0800 0.03 -0.39 -0.84
```
Positions in Å, forces in eV/Å.

Output
LUMO = 0.87 eV
DFT total energy = -9337.98381 eV
Relative energy (zero: lowest compared OMol25 entry of this formula, charge and spin) = 23.14 kcal/mol

Atom charges from the natural (NBO) analysis, given in e for atoms 1 to 4: atom 1 (C): -0.61, atom 2 (C): -0.40, atom 3 (C): -0.15, atom 4 (N): -0.81